[1]
The following is a DFT calculation (ωB97M-V/def2-TZVPD) of a cluster of 8 separate species, C22H63N3O13 in total at a distorted geometry.

XYZ file:
```
101
C22H63N3O13 (ωB97M-V/def2-TZVPD)
C -6.233 7.209 1.284
C -4.791 6.767 1.098
C -4.446 6.535 -0.432
O -3.195 6.054 -0.669
C -3.015 5.409 -2.009
N -4.057 7.704 1.864
H -6.931 6.591 0.719
H -6.487 8.237 1.024
H -6.586 6.992 2.292
H -4.478 5.803 1.501
H -4.758 7.500 -0.830
H -5.155 5.842 -0.884
H -3.560 4.487 -2.212
H -1.949 5.197 -2.096
H -3.265 6.265 -2.636
H -4.309 8.663 1.671
H -3.098 7.643 1.552
C -1.388 1.513 -2.425
C -0.371 0.496 -1.694
C 1.007 1.033 -1.358
O 1.805 0.185 -0.570
C 1.801 -1.210 -0.928
N -1.106 0.385 -0.457
H -2.423 1.179 -2.496
H -1.146 1.642 -3.480
H -1.542 2.524 -2.050
H -0.317 -0.403 -2.307
H 0.905 2.047 -0.971
H 1.469 1.064 -2.344
H 2.833 -1.490 -0.717
H 1.738 -1.263 -2.015
H 1.005 -1.733 -0.398
H -1.527 1.263 -0.186
H -0.481 0.276 0.328
C 0.856 -5.128 -0.543
C 2.044 -5.382 0.477
C 2.052 -4.576 1.796
O 2.314 -3.191 1.528
C 2.562 -2.384 2.631
N 1.734 -6.772 0.870
H 0.961 -4.103 -0.900
H -0.022 -5.079 0.101
H 0.722 -5.830 -1.366
H 3.017 -5.383 -0.015
H 2.894 -4.914 2.400
H 1.152 -4.768 2.380
H 1.625 -2.147 3.134
H 2.849 -1.407 2.243
H 3.212 -2.775 3.413
H 0.725 -6.809 0.886
H 1.979 -6.658 1.843
C 6.801 -3.289 -1.109
C 5.616 -2.304 -1.411
O 5.594 -1.999 -2.823
O 8.103 -2.796 -1.396
H 6.817 -4.330 -1.431
H 6.722 -3.412 -0.029
H 5.672 -1.379 -0.836
H 4.656 -2.765 -1.181
H 6.535 -2.126 -2.960
H 8.633 -3.336 -0.806
C -0.966 2.529 3.625
C -0.029 2.473 4.868
O 1.341 2.813 4.471
O -1.162 1.263 2.962
H -0.804 3.350 2.926
H -1.845 2.713 4.244
H -0.076 1.570 5.476
H -0.287 3.223 5.616
H 1.423 3.645 3.999
H -0.437 0.988 2.396
C -4.111 -0.654 -1.065
C -4.315 -1.193 0.311
O -3.841 -2.607 0.508
O -2.906 -1.118 -1.726
H -4.142 0.433 -1.134
H -5.031 -0.926 -1.581
H -5.378 -1.125 0.540
H -3.896 -0.524 1.063
H -3.276 -2.722 -0.259
H -2.162 -0.695 -1.292
C -1.506 -4.198 -2.684
C -1.312 -4.997 -3.960
O -1.491 -4.244 -5.103
O -2.808 -3.626 -2.579
H -0.866 -3.318 -2.608
H -1.479 -4.890 -1.843
H -2.088 -5.759 -4.017
H -0.322 -5.453 -3.995
H -2.409 -4.308 -5.379
H -2.875 -2.681 -2.734
C 3.424 2.251 1.365
C 4.474 1.056 1.387
O 4.566 0.479 2.640
O 2.178 1.665 1.431
H 3.534 3.014 0.594
H 3.576 2.865 2.253
H 5.397 1.531 1.053
H 4.329 0.433 0.504
H 3.663 0.362 2.943
H 2.141 1.020 0.721
```

2S+1 ... 2
Total charge ... +1
LUMO (spin up / spin down) ... -3.1 / -8.9 eV
E ... -2017.742665 a.u.

These are the Mulliken partial charges, in e, on atoms 1 to 99:
1 C -1.359
2 C 0.281
3 C -0.538
4 O -0.275
5 C -0.742
6 N -0.322
7 H 0.390
8 H 0.424
9 H 0.382
10 H 0.338
11 H 0.363
12 H 0.408
13 H 0.349
14 H 0.253
15 H 0.399
16 H 0.344
17 H 0.309
18 C -1.736
19 C 0.871
20 C -1.184
21 O -0.242
22 C -0.471
23 N -0.175
24 H 0.341
25 H 0.559
26 H 0.353
27 H 0.247
28 H 0.265
29 H 0.295
30 H -0.189
31 H 0.470
32 H 0.329
33 H 0.259
34 H -0.251
35 C -1.318
36 C 0.707
37 C -1.065
38 O -0.132
39 C -0.668
40 N -0.758
41 H 0.064
42 H 0.452
43 H 0.398
44 H 0.249
45 H 0.406
46 H 0.333
47 H 0.420
48 H -0.122
49 H 0.414
50 H 0.332
51 H 0.293
52 C -0.711
53 C 0.439
54 O -0.521
55 O -0.533
56 H 0.428
57 H 0.378
58 H 0.033
59 H -0.223
60 H 0.383
61 H 0.320
62 C -0.206
63 C -0.618
64 O -0.491
65 O -0.468
66 H 0.321
67 H 0.266
68 H 0.305
69 H 0.370
70 H 0.275
71 H 0.215
72 C -0.494
73 C -0.389
74 O -0.569
75 O -0.484
76 H 0.246
77 H 0.414
78 H 0.350
79 H 0.116
80 H 0.385
81 H 0.478
82 C 0.491
83 C -0.723
84 O -0.581
85 O -0.624
86 H -0.180
87 H 0.285
88 H 0.363
89 H 0.288
90 H 0.344
91 H 0.356
92 C -0.668
93 C -0.027
94 O -0.594
95 O -0.272
96 H 0.364
97 H 0.269
98 H 0.456
99 H -0.097

[2]
The following is a DFT calculation (ωB97M-V/def2-TZVPD) of a cluster of 10 separate species, C22H64Cl4O24P4 in total at a distorted geometry.

XYZ file:
```
118
C22H64Cl4O24P4 (ωB97M-V/def2-TZVPD)
C 3.152 -5.223 -3.766
O 2.599 -4.122 -4.484
P 1.045 -3.870 -4.408
O 0.554 -2.680 -5.100
O 0.382 -5.209 -4.950
C 0.180 -5.424 -6.336
O 0.739 -3.892 -2.825
C 1.080 -2.692 -2.110
H 3.569 -4.963 -2.787
H 3.979 -5.593 -4.369
H 2.410 -5.987 -3.532
H 0.398 -6.442 -6.658
H 0.640 -4.724 -7.030
H -0.897 -5.342 -6.504
H 0.973 -2.932 -1.054
H 0.298 -1.954 -2.308
H 2.040 -2.286 -2.426
C 0.956 3.003 -4.062
O 2.195 2.283 -4.105
P 2.514 1.231 -2.962
O 1.420 0.507 -2.325
O 3.380 2.100 -1.881
C 3.796 1.327 -0.747
O 3.634 0.276 -3.636
C 4.937 0.810 -3.938
H 0.159 2.447 -4.558
H 1.068 3.912 -4.651
H 0.668 3.197 -3.028
H 3.766 0.251 -0.897
H 3.284 1.636 0.166
H 4.827 1.642 -0.550
H 5.684 0.354 -3.284
H 4.922 1.876 -3.716
H 5.196 0.549 -4.959
C 0.461 -5.914 5.517
O 0.091 -5.866 4.153
P 1.184 -6.090 3.014
O 1.888 -7.365 2.968
O 2.103 -4.790 3.195
C 1.497 -3.506 3.257
O 0.344 -5.834 1.695
C 0.915 -6.083 0.427
H -0.357 -5.594 6.157
H 1.369 -5.342 5.710
H 0.669 -6.935 5.849
H 2.010 -2.900 4.011
H 0.466 -3.596 3.598
H 1.645 -2.930 2.345
H 1.329 -5.189 -0.033
H 0.134 -6.514 -0.202
H 1.653 -6.889 0.379
C -4.146 7.452 -0.119
O -4.009 6.050 0.114
P -5.154 5.144 0.765
O -5.221 5.475 2.197
O -6.458 5.432 -0.095
C -6.501 5.226 -1.505
O -4.822 3.643 0.327
C -3.745 3.006 1.029
H -3.396 8.046 0.393
H -5.159 7.775 0.126
H -4.072 7.690 -1.183
H -7.231 5.947 -1.874
H -6.684 4.217 -1.862
H -5.562 5.596 -1.933
H -3.872 3.150 2.100
H -2.814 3.461 0.685
H -3.635 1.947 0.805
Cl -2.319 -4.741 -0.682
C -2.259 -3.186 0.209
Cl -2.173 -3.583 1.932
H -1.339 -2.686 -0.076
H -3.086 -2.549 -0.083
Cl 0.083 -1.032 5.865
C -0.394 0.239 7.020
Cl 0.743 1.606 7.039
H -1.390 0.558 6.742
H -0.386 -0.226 7.997
O 3.126 -0.440 2.580
C 3.039 0.345 3.764
C 4.398 0.960 4.052
O 4.282 1.578 5.353
H 2.243 -0.535 2.194
H 2.267 1.090 3.557
H 2.781 -0.329 4.586
H 4.666 1.646 3.247
H 5.192 0.228 4.203
H 5.003 2.206 5.450
O 0.344 -0.525 2.151
C -0.753 0.321 1.729
C -0.604 0.757 0.299
O -0.812 -0.279 -0.652
H 0.147 -0.932 3.001
H -1.728 -0.106 1.990
H -0.668 1.116 2.480
H 0.415 1.112 0.131
H -1.317 1.556 0.086
H -0.052 -0.241 -1.245
O -2.027 6.941 2.344
C -0.655 6.631 2.424
C -0.430 5.303 3.120
O -1.224 4.205 2.638
H -2.498 6.113 2.183
H -0.200 6.695 1.427
H -0.161 7.379 3.050
H -0.686 5.381 4.184
H 0.632 5.028 3.172
H -1.439 3.716 3.433
O -1.883 1.396 -4.726
C -2.183 0.060 -5.119
C -2.203 -0.788 -3.856
O -2.080 -2.156 -4.177
H -2.480 2.046 -5.100
H -3.190 -0.028 -5.535
H -1.423 -0.284 -5.822
H -3.174 -0.688 -3.368
H -1.457 -0.428 -3.146
H -1.151 -2.432 -4.281
```

Structure (SMILES) ... COP(=O)(OC)OC.COP(=O)(OC)OC.COP(=O)(OC)OC.COP(=O)(OC)OC.ClCCl.ClCCl.OCCO.OCCO.OCCO.OCCO
LUMO ... 0.1 eV
E ... -5888.837389 a.u.

These are the Mulliken partial charges, in e, on atoms 1 to 99:
1 C -0.737
2 O -0.333
3 P 0.793
4 O -0.696
5 O -0.336
6 C -0.836
7 O 0.398
8 C 0.120
9 H 0.248
10 H 0.280
11 H 0.332
12 H 0.303
13 H 0.346
14 H 0.294
15 H -0.097
16 H -0.361
17 H 0.436
18 C -0.525
19 O -0.354
20 P -0.390
21 O 0.710
22 O -0.335
23 C -0.680
24 O -0.298
25 C -0.774
26 H 0.176
27 H 0.284
28 H 0.291
29 H 0.285
30 H 0.224
31 H 0.367
32 H 0.256
33 H 0.344
34 H 0.274
35 C -0.737
36 O -0.230
37 P 0.852
38 O -0.785
39 O -0.324
40 C -0.396
41 O -0.046
42 C -0.832
43 H 0.235
44 H 0.332
45 H 0.302
46 H 0.246
47 H 0.308
48 H 0.053
49 H 0.234
50 H 0.266
51 H 0.448
52 C -0.768
53 O -0.159
54 P 0.944
55 O -0.725
56 O -0.322
57 C -0.647
58 O -0.380
59 C -0.539
60 H 0.239
61 H 0.367
62 H 0.289
63 H 0.280
64 H 0.251
65 H 0.285
66 H 0.363
67 H 0.260
68 H 0.292
69 Cl -0.174
70 C 0.414
71 Cl -0.142
72 H -0.514
73 H 0.402
74 Cl -0.035
75 C -0.467
76 Cl -0.130
77 H 0.303
78 H 0.318
79 O -0.543
80 C 0.374
81 C -0.593
82 O -0.515
83 H 0.277
84 H 0.089
85 H 0.080
86 H 0.308
87 H 0.260
88 H 0.289
89 O 0.106
90 C -0.565
91 C 0.180
92 O -0.051
93 H -0.101
94 H 0.414
95 H 0.285
96 H -0.006
97 H -0.090
98 H -0.072
99 O -0.474